Record 1
Computed, not measured: a molecular structure, C4F12InO12S4 in a non-equilibrium geometry, with ωB97M-V/def2-TZVPD.

CARTESIAN COORDINATES (ANGSTROEM)
In (2.57, 12.17, 3.51)
S (2.74, 13.62, 7.42)
S (1.96, 8.90, 2.22)
S (-0.08, 15.28, 4.63)
S (3.84, 15.61, 3.58)
F (5.74, 15.84, 1.74)
F (0.17, 13.04, 7.37)
F (0.73, 9.08, -0.08)
F (0.56, 14.23, 9.11)
F (-2.45, 14.07, 5.29)
F (-1.46, 15.01, 7.01)
F (2.12, 7.46, -0.12)
F (1.26, 12.17, 9.04)
F (4.17, 17.48, 1.71)
F (5.68, 17.46, 3.25)
F (-2.42, 16.24, 5.45)
F (0.15, 7.24, 0.99)
O (-0.44, 15.75, 3.27)
O (2.29, 7.87, 3.16)
O (2.80, 15.00, 2.74)
O (3.82, 13.54, 8.43)
O (0.62, 13.96, 4.58)
O (3.14, 9.68, 1.84)
O (3.33, 16.42, 4.71)
O (1.00, 9.85, 2.72)
O (4.58, 14.45, 4.11)
O (2.72, 14.93, 6.80)
O (0.72, 16.26, 5.38)
O (2.90, 12.66, 6.31)
C (1.21, 8.09, 0.64)
C (-1.70, 15.11, 5.68)
C (1.05, 13.24, 8.34)
C (4.93, 16.67, 2.49)

Summary:
Net charge = -1
Orbital gap = 0.13083 hartree
2S+1 = 1
LUMO energy = -4.1 eV
Strongest force on any atom = 4.749 eV Å⁻¹
Relative energy (zero: lowest compared OMol25 entry of this formula, charge and spin) = 69.4 kcal per mole

Record 2
Computed, not measured: a molecular structure, C4F12InO12S4 in a non-equilibrium geometry, with ωB97M-V/def2-TZVPD.

CARTESIAN COORDINATES (ANGSTROEM)
In (1.42, 0.65, 0.10)
S (-1.70, -2.24, 0.34)
S (-1.01, 0.58, -2.50)
S (-2.39, 2.25, 1.04)
S (4.99, 0.29, 0.34)
F (5.50, -2.36, 0.07)
F (-2.05, 1.42, -4.83)
F (-4.06, 3.21, 2.84)
F (0.04, 1.48, -4.81)
F (-3.21, -4.05, 1.82)
F (-3.13, -2.08, 2.52)
F (7.06, -1.02, -0.74)
F (-3.29, 1.08, 3.21)
F (-0.96, -0.39, -4.96)
F (6.98, -1.33, 1.36)
F (-2.13, 2.96, 3.72)
F (-1.39, -3.34, 2.84)
O (-0.61, -1.38, 0.81)
O (-0.95, 1.85, 1.05)
O (-0.14, -0.53, -2.06)
O (4.29, 0.39, -0.96)
O (-2.56, 3.56, 0.41)
O (-3.31, 1.25, 0.39)
O (5.77, 1.51, 0.65)
O (4.02, 0.03, 1.37)
O (-0.49, 1.78, -1.87)
O (-2.81, -1.44, -0.23)
O (-1.25, -3.31, -0.55)
O (-2.40, 0.27, -2.11)
C (-1.00, 0.79, -4.41)
C (6.21, -1.24, 0.28)
C (-2.39, -3.03, 1.99)
C (-3.03, 2.38, 2.89)

Summary:
Net charge = -1
Orbital gap = 0.11751 hartree
2S+1 = 1
LUMO energy = -4.2 eV
Strongest force on any atom = 3.393 eV Å⁻¹
Relative energy (zero: lowest compared OMol25 entry of this formula, charge and spin) = 69.2 kcal per mole